(1)
The following is a quantum chemistry calculation of a cluster of 2 separate species, C9H21N2O in total in a non-equilibrium geometry, from the Open Molecules 2025 dataset.

net charge: +1
energy above the lowest of the compared OMol25 structures with the same formula, charge and spin: 4.955 eV

The geometry in XYZ format:
```
33
C9H21N2O | the Open Molecules 2025 dataset | the ωB97M-V functional and the def2-TZVPD basis
C -3.174 1.565 1.490
C -1.442 -0.005 0.529
C -3.268 1.571 -3.070
C 4.799 -1.302 1.558
C 1.774 -1.440 1.303
C -3.505 0.594 -0.826
C -2.915 0.342 0.545
C -2.970 1.445 -1.662
C 4.123 -1.092 0.303
N 4.709 -0.844 -0.837
N 2.679 -1.577 0.245
O 2.024 -0.945 -0.988
H -3.904 1.239 2.312
H -2.304 1.872 1.930
H -3.674 2.319 0.948
H -1.185 -0.456 1.402
H -0.797 0.832 0.339
H -1.243 -0.672 -0.289
H -2.491 1.707 -3.953
H -3.818 2.419 -3.268
H -3.858 0.757 -3.284
H 5.110 -0.412 1.950
H 3.961 -1.715 2.164
H 5.661 -2.018 1.466
H 1.480 -2.370 1.789
H 0.872 -0.988 0.896
H 2.103 -0.772 2.116
H -4.405 0.033 -1.124
H 1.356 -0.337 -0.903
H -3.515 -0.691 0.838
H -2.072 2.045 -1.376
H 5.716 -0.705 -0.957
H 4.177 -0.397 -1.587
```

And the natural (NBO) charges, in e, turn out to be: C -0.61; C -0.62; C -0.65; C -0.71; C -0.48; C -0.20; C -0.23; C -0.18; C 0.60; N -0.67; N -0.07; O -0.60; H 0.22; H 0.20; H 0.22; H 0.20; H 0.19; H 0.20; H 0.22; H 0.22; H 0.21; H 0.28; H 0.26; H 0.29; H 0.25; H 0.25; H 0.22; H 0.21; H 0.49; H 0.20; H 0.18; H 0.44; H 0.45


(2)
The following is a quantum chemistry calculation of a structure of composition C43H57N4O3P2RuS2Si4, from the Open Molecules 2025 dataset.

DFT total energy: -131963.5007 eV
spin multiplicity: 6
expectation value of S²: 8.810
net charge: -2

The geometry in XYZ format:
```
116
C43H57N4O3P2RuS2Si4 | the Open Molecules 2025 dataset | the ωB97M-V functional and the def2-TZVPD basis
Ru -0.109 -0.590 -0.215
O 0.787 -1.990 1.624
N 1.905 -2.733 1.395
C 2.416 -3.461 2.465
C 3.605 -4.121 2.315
C 4.314 -4.066 1.112
C 3.746 -3.303 0.042
C 2.564 -2.631 0.192
S 1.853 -1.678 -1.096
H 1.811 -3.447 3.358
H 3.985 -4.681 3.162
H 5.257 -4.578 0.990
H 4.243 -3.225 -0.916
N 0.462 1.747 2.367
P -0.378 2.748 1.348
C -1.403 3.807 2.227
C -1.454 5.235 2.024
C -2.294 6.027 2.754
C -3.159 5.494 3.740
C -3.130 4.098 3.940
C -2.306 3.271 3.225
C 0.839 3.826 0.531
C 0.501 4.551 -0.608
C 1.414 5.422 -1.183
C 2.684 5.555 -0.637
C 3.034 4.824 0.490
C 2.109 3.970 1.078
P 0.784 0.005 2.028
C 0.529 -0.449 3.800
C -0.322 -1.494 4.153
C -0.524 -1.818 5.486
C 0.126 -1.108 6.488
C 0.975 -0.066 6.148
C 1.168 0.263 4.812
C 2.619 0.158 1.897
C 3.514 -0.512 2.722
C 4.886 -0.404 2.526
C 5.380 0.397 1.509
C 4.497 1.084 0.685
C 3.132 0.953 0.875
H 0.253 1.988 3.329
H -0.806 5.701 1.292
H -2.286 7.097 2.570
H -3.825 6.131 4.307
H -3.788 3.652 4.680
H -2.353 2.204 3.382
H -0.478 4.415 -1.053
H 1.140 5.978 -2.071
H 3.405 6.220 -1.097
H 4.029 4.908 0.911
H 2.375 3.388 1.952
H -0.805 -2.062 3.372
H -1.193 -2.632 5.742
H -0.030 -1.365 7.529
H 1.490 0.495 6.919
H 1.843 1.072 4.556
H 3.148 -1.160 3.507
H 5.562 -0.966 3.159
H 6.449 0.474 1.346
H 4.865 1.699 -0.126
H 2.450 1.468 0.205
S -1.199 1.579 -0.161
C -4.944 -1.137 3.173
N -4.044 -1.663 2.167
C -4.369 -2.764 1.434
C -3.558 -3.250 0.482
C -2.319 -2.527 0.221
O -1.513 -2.879 -0.654
N -2.044 -1.412 0.938
C -2.829 -0.974 1.940
O -2.556 -0.038 2.678
H -5.594 -1.941 3.520
H -5.553 -0.321 2.777
H -4.358 -0.745 4.002
H -5.319 -3.224 1.681
H -3.808 -4.130 -0.089
C -2.767 -3.282 -3.339
Si -1.030 -2.583 -3.600
C 0.176 -3.930 -3.115
C -0.839 -2.419 -5.485
Si -0.700 -0.471 -2.586
Si -2.695 0.663 -3.151
C -3.312 0.259 -4.900
C -2.644 2.553 -3.160
C -4.053 0.127 -1.958
Si 0.923 0.622 -3.882
C 1.489 2.187 -3.013
C 0.254 1.203 -5.558
C 2.462 -0.394 -4.267
H -2.808 -4.287 -3.772
H -3.537 -2.679 -3.815
H -2.988 -3.355 -2.276
H -0.053 -4.830 -3.697
H 0.086 -4.146 -2.052
H 1.209 -3.636 -3.301
H -1.000 -3.397 -5.951
H 0.161 -2.081 -5.759
H -1.555 -1.717 -5.913
H -2.643 0.657 -5.664
H -4.294 0.725 -5.034
H -3.420 -0.807 -5.079
H -1.725 2.939 -3.605
H -2.712 2.951 -2.150
H -3.490 2.924 -3.749
H -4.321 -0.920 -2.113
H -4.950 0.741 -2.087
H -3.710 0.234 -0.928
H 0.671 2.903 -2.940
H 2.314 2.660 -3.556
H 1.818 1.988 -1.993
H -0.566 1.912 -5.433
H -0.106 0.377 -6.170
H 1.057 1.710 -6.103
H 3.061 -0.555 -3.371
H 3.066 0.132 -5.014
H 2.208 -1.380 -4.659
```

Atom charges from the Löwdin analysis, given in e for atoms 1 to 99: Ru 0.59; O -0.40; N -0.19; C -0.10; C -0.15; C -0.15; C -0.15; C -0.63; S 0.62; H 0.10; H 0.08; H 0.06; H 0.08; N -0.32; P 0.51; C -0.37; C -0.13; C -0.17; C -0.16; C -0.16; C -0.13; C -0.34; C -0.13; C -0.10; C -0.10; C -0.09; C -0.10; P 0.91; C -0.29; C -0.09; C -0.09; C -0.11; C -0.10; C -0.11; C -0.31; C -0.09; C -0.09; C -0.10; C -0.09; C -0.13; H 0.05; H 0.08; H 0.08; H 0.06; H 0.08; H 0.07; H 0.10; H 0.10; H 0.09; H 0.10; H 0.10; H 0.09; H 0.10; H 0.09; H 0.09; H 0.11; H 0.09; H 0.10; H 0.09; H 0.10; H 0.07; S 0.31; C -0.04; N -0.06; C -0.09; C 0.00; C -0.53; O -0.11; N 0.09; C -0.54; O 0.00; H 0.08; H 0.09; H 0.08; H 0.11; H 0.10; C -0.21; Si 0.35; C -0.24; C -0.23; Si 0.26; Si 0.31; C -0.23; C -0.24; C -0.22; Si 0.31; C -0.22; C -0.23; C -0.24; H 0.02; H 0.00; H -0.01; H 0.02; H 0.01; H 0.00; H 0.02; H 0.01; H 0.00; H 0.01


(3)
The following is a quantum chemistry calculation of the ion C6H10N2 with charge +2 in a non-equilibrium geometry, from the Open Molecules 2025 dataset.

SMILES: C=C[N@@+]1(C)C=C[NH+]=C1
net charge: +2
energy above the lowest of the compared OMol25 structures with the same formula, charge and spin: 2.988 eV

The geometry in XYZ format:
```
18
C6H10N2 | the Open Molecules 2025 dataset | the ωB97M-V functional and the def2-TZVPD basis
C 1.551 -1.685 0.087
C 1.398 -0.431 0.485
N 0.170 0.356 0.029
C 0.699 1.709 -0.405
C -0.714 -0.426 -1.122
C -1.982 -0.440 -0.662
N -1.989 -0.120 0.671
C -0.838 0.326 1.106
H 2.415 -2.293 0.397
H 1.000 -2.303 -0.536
H 1.994 0.046 1.219
H 1.007 2.314 0.383
H 1.626 1.441 -1.128
H -0.094 2.449 -0.740
H -0.338 -0.726 -2.095
H -2.876 -0.730 -1.118
H -2.632 -0.149 1.429
H -0.397 0.661 2.000
```

And the natural (NBO) charges, in e, turn out to be: C -0.27; C -0.10; N -0.31; C -0.45; C 0.07; C -0.03; N -0.38; C 0.44; H 0.29; H 0.24; H 0.27; H 0.26; H 0.30; H 0.28; H 0.31; H 0.31; H 0.50; H 0.29


(4)
The following is a quantum chemistry calculation of a cluster of 8 separate species, C34H72Br2ClF6NO8PS7 in total in a non-equilibrium geometry, from the Open Molecules 2025 dataset.

DFT total energy: -308321.3174 eV
net charge: -1

The geometry in XYZ format:
```
132
C34H72Br2ClF6NO8PS7 | the Open Molecules 2025 dataset | the ωB97M-V functional and the def2-TZVPD basis
C 3.311 2.194 0.845
N 2.486 1.359 1.778
C 3.200 0.151 2.340
P 2.727 -1.517 1.429
C 3.746 -2.512 2.751
C 2.925 -3.448 3.758
C 3.903 -4.610 4.462
Cl 3.317 -6.347 3.997
C 4.415 -1.297 0.567
C 4.971 -2.325 -0.496
C 6.365 -1.674 -1.165
F 6.879 -2.765 -2.075
Br 5.967 -0.125 -2.411
C 7.556 -1.381 -0.094
F 8.798 -1.106 -0.911
F 7.369 -0.113 0.706
Br 8.046 -2.965 1.065
C 1.144 -1.506 2.475
C -0.161 -0.701 1.858
C -0.612 0.838 2.138
C -1.937 1.611 1.552
C -2.931 0.759 0.566
C -2.557 -0.817 0.284
C -3.613 -1.636 -0.723
C -1.217 -1.588 0.907
C 2.221 -3.072 0.467
C 1.706 -3.005 -1.048
O 0.427 -3.792 -1.206
C 1.543 -1.663 -1.907
F 0.411 -0.760 -1.604
F 1.280 -2.121 -3.329
F 2.724 -0.768 -2.035
H 4.449 2.289 1.090
H 3.097 1.791 -0.258
H 2.855 3.294 0.852
H 2.318 1.980 2.626
H 3.085 0.072 3.504
H 4.353 0.430 2.200
H 2.032 -0.604 0.519
H 4.451 -3.229 2.106
H 4.388 -1.742 3.390
H 2.413 -2.897 4.670
H 2.140 -4.082 3.121
H 3.799 -4.572 5.648
H 5.025 -4.506 4.149
H 5.245 -1.326 1.431
H 4.501 -0.198 0.120
H 5.317 -3.331 0.034
H 4.360 -2.622 -1.435
H 0.637 -2.564 2.698
H 1.267 -1.057 3.577
H 0.085 1.494 2.852
H -2.100 2.756 1.830
H -3.860 1.338 0.121
H -4.359 -2.250 -0.067
H -4.173 -0.845 -1.389
H -2.958 -2.300 -1.459
H -1.000 -2.716 0.690
H 3.070 -3.912 0.565
H 1.333 -3.652 1.032
H 2.477 -3.685 -1.675
H -0.345 -3.173 -1.337
C -5.406 5.499 -0.908
S -3.943 4.619 -0.310
O -4.359 3.810 0.882
C -3.080 6.087 0.303
H -6.113 4.767 -1.306
H -5.876 6.044 -0.086
H -5.118 6.191 -1.702
H -3.693 6.596 1.050
H -2.867 6.760 -0.531
H -2.140 5.770 0.761
C -1.268 -6.965 -1.474
S -1.146 -7.454 0.264
O -0.368 -6.389 0.978
C -0.029 -8.850 -0.013
H -1.897 -6.075 -1.541
H -0.275 -6.737 -1.868
H -1.724 -7.774 -2.050
H 0.887 -8.506 -0.497
H -0.526 -9.598 -0.636
H 0.217 -9.294 0.955
C -7.147 4.166 3.999
S -7.470 3.805 2.256
O -7.462 5.109 1.516
C -9.198 3.319 2.483
H -6.121 4.529 4.094
H -7.837 4.935 4.355
H -7.264 3.254 4.589
H -9.761 4.140 2.933
H -9.248 2.434 3.122
H -9.623 3.081 1.505
C 8.964 -3.377 -6.678
S 9.121 -4.551 -5.310
O 8.858 -5.922 -5.860
C 7.628 -4.020 -4.437
H 9.782 -3.552 -7.381
H 8.010 -3.525 -7.190
H 9.031 -2.357 -6.294
H 6.756 -4.128 -5.087
H 7.737 -2.978 -4.125
H 7.500 -4.649 -3.553
C 3.264 7.805 0.580
S 3.421 6.631 1.949
O 3.158 5.261 1.399
C 1.928 7.163 2.822
H 4.082 7.630 -0.122
H 2.310 7.658 0.069
H 3.331 8.825 0.965
H 1.056 7.055 2.172
H 2.037 8.204 3.133
H 1.800 6.533 3.706
C -6.427 -5.204 0.629
S -5.097 -5.524 -0.556
O -5.125 -4.421 -1.572
C -5.866 -6.978 -1.310
H -6.178 -4.303 1.195
H -7.370 -5.050 0.100
H -6.515 -6.049 1.316
H -6.844 -6.715 -1.720
H -5.972 -7.766 -0.560
H -5.219 -7.333 -2.117
C -6.606 8.875 -2.670
S -5.394 8.608 -3.988
O -4.098 8.225 -3.338
C -5.265 10.346 -4.476
H -6.813 7.916 -2.190
H -6.205 9.571 -1.930
H -7.529 9.272 -3.098
H -4.947 10.951 -3.624
H -6.232 10.695 -4.845
H -4.523 10.428 -5.274
```

Atom charges from the Löwdin analysis, given in e for atoms 1 to 99: C -0.18; N -0.19; C -0.37; P 0.50; C -0.32; C -0.29; C -0.53; Cl 0.37; C -0.35; C -0.22; C -0.62; F -0.17; Br 0.72; C -0.60; F -0.12; F -0.07; Br 0.73; C -0.32; C -0.14; C -0.05; C -0.08; C -0.06; C -0.18; C -0.13; C 0.01; C -0.23; C -0.24; O -0.11; C -0.20; F 0.02; F -0.04; F -0.03; H 0.08; H 0.09; H 0.06; H 0.09; H 0.08; H 0.08; H 0.03; H 0.08; H 0.10; H 0.11; H 0.09; H 0.07; H 0.07; H 0.08; H 0.07; H 0.10; H 0.10; H 0.08; H 0.09; H 0.07; H 0.07; H 0.07; H 0.06; H 0.07; H 0.08; H 0.08; H 0.11; H 0.10; H 0.17; H 0.08; C -0.28; S 0.82; O -0.58; C -0.26; H 0.06; H 0.04; H 0.02; H 0.06; H 0.05; H 0.05; C -0.27; S 0.79; O -0.55; C -0.28; H 0.04; H 0.06; H 0.05; H 0.06; H 0.05; H 0.05; C -0.26; S 0.82; O -0.56; C -0.28; H 0.05; H 0.05; H 0.05; H 0.05; H 0.05; H 0.05; C -0.28; S 0.81; O -0.58; C -0.28; H 0.04; H 0.05; H 0.05


Question: Among the records above, which one has the highest net charge?
Answer: C6H10N2


Question: Among the records above, which one has the highest net charge?
Answer: C6H10N2


Question: net charge of number 1 (C9H21N2O)?
Answer: +1


Question: What is the formula in the second record?
Answer: C43H57N4O3P2RuS2Si4